2 unconnected molecules or ions with the total composition C4H6INSe, computed with ωB97M-V/def2-TZVPD.

Atoms and positions in Å:
1 C 1.909 -0.769 1.764
2 C 0.021 -0.117 -1.167
3 C 0.999 1.746 0.843
4 C 2.738 0.292 1.633
5 N 1.113 -1.593 1.615
6 Se -0.441 0.709 0.517
7 I 3.907 0.067 -0.216
8 H -0.151 -1.155 -0.777
9 H -0.809 0.302 -1.873
10 H 1.015 -0.081 -1.662
11 H 1.035 2.459 1.561
12 H 1.326 2.124 -0.165
13 H 3.124 0.829 2.480

Output
Charge: 0
Kohn-Sham gap (alpha / beta): 7.9 / 7.9 eV
Energy relative to the best compared isomer or geometry (same formula, charge and spin): 11.6 kcal per mole

Löwdin atomic charge list, values in e, 5 entries: C -0.5600; C -0.4015; C -0.4188; C -0.5715; N 0.1265

15 unconnected molecules or ions with the total composition C60H165N15O15, computed with ωB97M-V/def2-TZVPD.

Atoms and positions in Å:
1 C 3.442 -1.517 -1.712
2 C 4.850 -1.028 -1.497
3 C 4.915 0.005 -0.331
4 O 4.650 -0.763 0.856
5 C 4.868 -0.047 2.003
6 N 5.825 -2.099 -1.411
7 H 3.277 -2.368 -1.051
8 H 3.267 -1.834 -2.740
9 H 2.694 -0.765 -1.458
10 H 5.112 -0.484 -2.404
11 H 4.120 0.749 -0.389
12 H 5.882 0.502 -0.259
13 H 4.532 -0.748 2.767
14 H 4.330 0.901 1.992
15 H 5.939 0.058 2.174
16 H 6.772 -1.750 -1.441
17 H 5.856 -2.549 -0.507
18 C 1.684 0.570 -4.674
19 C 2.833 1.106 -3.863
20 C 3.828 1.873 -4.812
21 O 4.419 1.038 -5.767
22 C 5.480 1.730 -6.529
23 N 2.418 1.755 -2.663
24 H 1.063 1.394 -5.026
25 H 1.079 -0.146 -4.118
26 H 2.092 0.064 -5.549
27 H 3.435 0.218 -3.669
28 H 4.618 2.316 -4.206
29 H 3.232 2.630 -5.323
30 H 5.790 1.075 -7.343
31 H 6.320 1.987 -5.884
32 H 5.113 2.640 -7.004
33 H 1.828 2.514 -2.971
34 H 1.839 1.006 -2.309
35 C 0.830 -3.651 -8.589
36 C 0.405 -2.715 -7.440
37 C 0.565 -3.336 -6.071
38 O 0.229 -2.289 -5.155
39 C 0.085 -2.746 -3.794
40 N 1.322 -1.582 -7.533
41 H 0.961 -3.167 -9.557
42 H 0.231 -4.519 -8.866
43 H 1.837 -3.999 -8.359
44 H -0.590 -2.305 -7.615
45 H 1.521 -3.856 -6.018
46 H -0.260 -4.048 -6.044
47 H 1.041 -3.014 -3.344
48 H -0.562 -3.624 -3.773
49 H -0.165 -1.909 -3.142
50 H 2.230 -2.024 -7.495
51 H 1.378 -1.157 -6.618
52 C -2.116 0.870 3.953
53 C -3.014 0.888 2.655
54 C -4.456 1.005 3.139
55 O -4.744 -0.006 4.075
56 C -6.087 0.118 4.484
57 N -2.643 2.035 1.799
58 H -2.403 1.726 4.564
59 H -1.068 0.825 3.656
60 H -2.429 0.010 4.544
61 H -2.954 -0.065 2.129
62 H -5.074 0.821 2.261
63 H -4.762 1.997 3.471
64 H -6.758 0.063 3.627
65 H -6.298 1.071 4.970
66 H -6.316 -0.630 5.242
67 H -1.652 1.938 1.626
68 H -2.567 2.769 2.489
69 C -0.538 -1.386 -0.312
70 C -0.408 0.170 -0.175
71 C 0.841 0.641 0.572
72 O 0.477 1.928 1.039
73 C 1.563 2.598 1.555
74 N -0.470 0.789 -1.473
75 H 0.416 -1.780 -0.664
76 H -1.275 -1.652 -1.069
77 H -0.760 -1.912 0.617
78 H -1.321 0.387 0.380
79 H 1.695 0.780 -0.092
80 H 1.199 0.044 1.411
81 H 2.298 2.791 0.774
82 H 2.153 2.143 2.351
83 H 1.180 3.545 1.935
84 H 0.149 1.587 -1.466
85 H -1.388 1.203 -1.396
86 C -2.950 -6.533 0.873
87 C -3.852 -5.288 1.175
88 C -3.074 -3.955 1.128
89 O -3.939 -2.855 1.030
90 C -4.540 -2.411 2.175
91 N -4.835 -5.247 0.119
92 H -3.474 -7.484 0.966
93 H -2.098 -6.527 1.553
94 H -2.511 -6.512 -0.124
95 H -4.312 -5.344 2.161
96 H -2.481 -3.914 0.215
97 H -2.366 -3.878 1.953
98 H -3.777 -2.011 2.843
99 H -5.114 -3.174 2.702
100 H -5.279 -1.617 2.064
101 H -5.187 -4.300 0.107
102 H -4.341 -5.468 -0.734
103 C -1.892 -7.537 -3.224
104 C -3.358 -7.412 -2.899
105 C -3.880 -6.111 -3.348
106 O -3.380 -5.194 -2.422
107 C -3.356 -3.857 -2.877
108 N -4.011 -8.509 -3.695
109 H -1.578 -8.498 -2.817
110 H -1.284 -6.825 -2.665
111 H -1.666 -7.497 -4.290
112 H -3.518 -7.563 -1.831
113 H -4.962 -6.015 -3.430
114 H -3.638 -5.996 -4.405
115 H -4.287 -3.295 -2.804
116 H -2.911 -3.770 -3.868
117 H -2.647 -3.335 -2.235
118 H -3.884 -8.290 -4.673
119 H -5.019 -8.535 -3.627
120 C 5.235 4.140 -0.767
121 C 6.036 4.908 0.260
122 C 6.309 4.172 1.593
123 O 5.113 3.974 2.369
124 C 5.516 3.398 3.676
125 N 7.299 5.310 -0.392
126 H 5.767 3.412 -1.379
127 H 4.922 4.787 -1.586
128 H 4.296 3.676 -0.465
129 H 5.562 5.871 0.452
130 H 7.021 4.767 2.166
131 H 6.621 3.139 1.442
132 H 6.109 2.498 3.515
133 H 4.664 3.249 4.340
134 H 6.070 4.080 4.320
135 H 7.905 5.676 0.328
136 H 7.819 4.487 -0.659
137 C -0.448 4.090 4.462
138 C -0.404 4.563 5.848
139 C -0.967 6.030 5.957
140 O -2.362 6.243 5.609
141 C -2.650 7.640 5.395
142 N -1.084 3.620 6.692
143 H 0.401 4.409 3.858
144 H -1.374 4.314 3.932
145 H -0.476 3.006 4.350
146 H 0.634 4.578 6.182
147 H -0.380 6.681 5.309
148 H -0.871 6.312 7.006
149 H -2.052 7.957 4.541
150 H -2.399 8.264 6.253
151 H -3.692 7.843 5.148
152 H -1.959 3.485 6.206
153 H -1.342 4.101 7.541
154 C -2.285 0.996 -4.931
155 C -3.336 -0.068 -4.525
156 C -3.409 -1.352 -5.355
157 O -3.527 -1.066 -6.743
158 C -4.858 -0.785 -7.155
159 N -3.031 -0.347 -3.206
160 H -2.310 1.845 -4.248
161 H -2.421 1.402 -5.933
162 H -1.294 0.544 -4.929
163 H -4.331 0.377 -4.523
164 H -4.167 -2.016 -4.939
165 H -2.455 -1.849 -5.179
166 H -5.317 0.106 -6.726
167 H -5.550 -1.590 -6.910
168 H -4.858 -0.721 -8.244
169 H -2.054 -0.525 -3.022
170 H -3.202 0.545 -2.764
171 C -0.988 6.388 0.746
172 C -0.255 7.554 1.405
173 C -1.259 8.781 1.712
174 O -1.947 9.264 0.548
175 C -1.986 10.631 0.361
176 N 0.187 7.103 2.713
177 H -1.459 6.672 -0.195
178 H -1.777 6.004 1.393
179 H -0.277 5.638 0.399
180 H 0.615 7.891 0.842
181 H -0.711 9.598 2.181
182 H -2.037 8.511 2.426
183 H -2.758 11.060 0.999
184 H -2.256 10.873 -0.666
185 H -1.064 11.204 0.462
186 H 0.524 6.153 2.644
187 H 1.014 7.563 3.064
188 C 1.673 -9.247 -1.068
189 C 0.966 -8.863 0.302
190 C 0.050 -7.666 0.143
191 O 0.834 -6.520 -0.183
192 C 0.076 -5.281 -0.306
193 N 0.178 -10.041 0.629
194 H 1.045 -9.433 -1.939
195 H 2.271 -10.151 -0.949
196 H 2.395 -8.480 -1.349
197 H 1.663 -8.692 1.122
198 H -0.386 -7.445 1.117
199 H -0.744 -7.788 -0.594
200 H -0.442 -4.988 0.607
201 H -0.694 -5.468 -1.055
202 H 0.588 -4.392 -0.673
203 H -0.123 -10.574 -0.174
204 H 0.717 -10.727 1.138
205 C -4.924 3.495 -1.014
206 C -3.696 2.974 -1.809
207 C -2.441 3.901 -1.793
208 O -2.901 5.213 -2.021
209 C -3.335 5.546 -3.339
210 N -3.318 1.724 -1.080
211 H -5.171 4.520 -1.291
212 H -4.776 3.379 0.060
213 H -5.756 2.829 -1.242
214 H -4.021 2.792 -2.833
215 H -1.728 3.524 -2.526
216 H -1.900 3.855 -0.849
217 H -2.575 5.312 -4.084
218 H -3.672 6.582 -3.288
219 H -4.234 4.976 -3.574
220 H -4.065 1.086 -0.848
221 H -3.065 1.869 -0.113
222 C 2.498 -5.305 2.404
223 C 2.445 -3.857 1.893
224 C 1.694 -2.911 2.859
225 O 0.324 -3.270 3.057
226 C -0.467 -2.260 3.613
227 N 3.839 -3.461 1.685
228 H 1.521 -5.762 2.247
229 H 2.707 -5.476 3.460
230 H 3.156 -5.952 1.824
231 H 1.916 -3.955 0.945
232 H 1.814 -1.910 2.446
233 H 2.157 -2.851 3.844
234 H -1.415 -2.735 3.867
235 H -0.497 -1.376 2.977
236 H 0.036 -1.980 4.539
237 H 3.947 -2.589 1.187
238 H 4.214 -4.197 1.104
239 C 2.311 0.988 5.030
240 C 1.933 0.835 6.513
241 C 2.653 1.859 7.403
242 O 4.017 1.767 7.194
243 C 4.833 2.842 7.718
244 N 0.478 0.905 6.651
245 H 3.367 0.759 4.891
246 H 2.134 1.971 4.592
247 H 1.765 0.271 4.417
248 H 2.268 -0.161 6.802
249 H 2.545 1.595 8.455
250 H 2.313 2.885 7.259
251 H 5.900 2.645 7.612
252 H 4.617 2.885 8.785
253 H 4.719 3.724 7.088
254 H 0.034 1.795 6.474
255 H 0.200 0.740 7.607

Output
Charge: -1
Spin multiplicity: 2
Kohn-Sham gap (alpha / beta): 1.3 / 8.7 eV
Energy relative to the best compared isomer or geometry (same formula, charge and spin): 0.0 kcal per mole

Löwdin atomic charge list, values in e, 5 entries: C -0.0620; C -0.4187; C -0.1469; O -0.2507; C -0.1278

C5H8N4O in the gas phase, computed with ωB97M-V/def2-TZVPD.

Atoms and positions in Å:
1 C 1.460 0.450 0.688
2 C 0.968 -0.575 -0.005
3 C -1.181 1.440 -0.576
4 C 1.616 -1.915 0.114
5 C -2.488 -0.458 -1.288
6 N -0.234 -0.718 -0.603
7 N 2.193 1.465 0.984
8 N -1.307 0.185 -0.583
9 N -0.878 2.419 0.094
10 O 2.108 1.848 2.361
11 H 2.736 -1.942 0.496
12 H 0.988 -2.470 0.857
13 H 1.379 -2.339 -0.837
14 H -2.540 -0.304 -2.303
15 H -2.335 -1.519 -1.057
16 H -3.379 0.004 -0.763
17 H 1.531 1.211 2.756
18 H -0.637 3.218 -0.336

Output
Charge: 0
Kohn-Sham gap (alpha / beta): 6.6 / 6.6 eV
Energy relative to the best compared isomer or geometry (same formula, charge and spin): 201.5 kcal per mole

Löwdin atomic charge list, values in e, 5 entries: C -0.0858; C -0.4169; C -0.1247; C -0.0605; C 0.0272

CH3OPS in the gas phase, computed with ωB97M-V/def2-TZVPD.

Atoms and positions in Å:
1 C 0.521 -0.321 -0.679
2 O -1.161 -0.388 1.158
3 P -1.237 0.612 -0.121
4 S 0.518 -0.691 1.249
5 H 0.324 -1.260 -1.206
6 H 1.487 0.311 -0.940
7 H -0.454 1.736 0.539

Output
Charge: 0
Kohn-Sham gap: 8.6 eV
Energy relative to the best compared isomer or geometry (same formula, charge and spin): 43.9 kcal per mole

Löwdin atomic charge list, values in e, 5 entries: C -0.5167; O -0.9221; P 0.7438; S 0.6938; H -0.0028

Which value of energy relative to the best compared isomer or geometry (same formula, charge and spin) does entry 3 give?
201.5 kcal per mole

Which of these has the lowest energy relative to the best compared isomer or geometry (same formula, charge and spin)?
C60H165N15O15

Copy entry 3 word for word.
C5H8N4O in the gas phase, computed with ωB97M-V/def2-TZVPD.

Atoms and positions in Å:
1 C 1.460 0.450 0.688
2 C 0.968 -0.575 -0.005
3 C -1.181 1.440 -0.576
4 C 1.616 -1.915 0.114
5 C -2.488 -0.458 -1.288
6 N -0.234 -0.718 -0.603
7 N 2.193 1.465 0.984
8 N -1.307 0.185 -0.583
9 N -0.878 2.419 0.094
10 O 2.108 1.848 2.361
11 H 2.736 -1.942 0.496
12 H 0.988 -2.470 0.857
13 H 1.379 -2.339 -0.837
14 H -2.540 -0.304 -2.303
15 H -2.335 -1.519 -1.057
16 H -3.379 0.004 -0.763
17 H 1.531 1.211 2.756
18 H -0.637 3.218 -0.336

Output
Charge: 0
Kohn-Sham gap (alpha / beta): 6.6 / 6.6 eV
Energy relative to the best compared isomer or geometry (same formula, charge and spin): 201.5 kcal per mole

Löwdin atomic charge list, values in e, 5 entries: C -0.0858; C -0.4169; C -0.1247; C -0.0605; C 0.0272

Number 3 is which compound?
C5H8N4O